This record from OMol25 describes a 8-piece molecular cluster, C39H81F6O22 overall at a distorted geometry. The level of theory is ωB97M-V with the def2-TZVPD basis set.

Atoms and positions in Å:
1 O 0.1922 -0.7879 1.3611
2 C -0.4739 -0.0442 0.4223
3 O -0.8484 1.1116 0.8180
4 O -0.6975 -0.4587 -0.7228
5 H 0.2502 -0.1102 2.0554
6 C -2.0436 4.1009 2.1457
7 O -3.0621 4.3622 1.1978
8 C -4.0241 5.2910 1.6043
9 C -4.9257 5.6198 0.4233
10 O -4.2573 5.4940 -0.8090
11 C -4.6542 6.3944 -1.8242
12 C -4.0143 5.9493 -3.1463
13 O -4.1573 4.5428 -3.1866
14 C -3.5999 4.0471 -4.4059
15 H -1.8270 3.0495 2.3574
16 H -2.2384 4.5276 3.1342
17 H -1.1051 4.4360 1.6973
18 H -3.4645 6.1729 1.9584
19 H -4.6467 5.0626 2.4801
20 H -5.4773 6.5595 0.5137
21 H -5.6793 4.8217 0.4705
22 H -4.4930 7.4092 -1.4432
23 H -5.7423 6.2190 -1.8715
24 H -2.9534 6.1822 -3.0054
25 H -4.3814 6.4665 -4.0353
26 H -4.2888 4.1619 -5.2471
27 H -3.5379 2.9771 -4.2028
28 H -2.6015 4.4180 -4.6394
29 C -6.2725 -2.1160 1.1948
30 O -5.4953 -2.9928 0.4246
31 C -4.2031 -2.4890 0.0958
32 C -3.1304 -2.5143 1.1457
33 O -2.9560 -3.7459 1.8170
34 C -2.0615 -3.6723 2.9168
35 C -2.1278 -4.9786 3.6769
36 O -1.6446 -6.0973 2.9863
37 C -2.3872 -6.5747 1.8989
38 H -6.5034 -1.2013 0.6437
39 H -5.7832 -1.9662 2.1670
40 H -7.1904 -2.6206 1.5094
41 H -4.1263 -1.5978 -0.5330
42 H -3.8809 -3.2159 -0.6613
43 H -3.5162 -1.7817 1.8750
44 H -2.1410 -2.2761 0.7485
45 H -2.3750 -2.8287 3.5444
46 H -1.0347 -3.4199 2.6264
47 H -3.2096 -5.0686 3.8502
48 H -1.6392 -4.8261 4.6378
49 H -2.2023 -6.0287 0.9724
50 H -3.4678 -6.5147 2.0640
51 H -2.1634 -7.6227 1.6947
52 C -2.7532 -4.0701 -3.0882
53 O -1.8973 -3.2083 -2.3532
54 C -1.1358 -3.9533 -1.4139
55 C 0.0029 -4.7389 -2.0419
56 O 0.7266 -3.9426 -2.9876
57 C 1.8290 -4.6590 -3.5205
58 C 2.9954 -5.0001 -2.5748
59 O 3.6697 -3.8237 -2.1839
60 C 5.0453 -4.0579 -1.9291
61 H -3.4651 -3.4498 -3.6333
62 H -3.3329 -4.7395 -2.4460
63 H -2.1424 -4.6166 -3.8137
64 H -1.6069 -4.5920 -0.6563
65 H -0.6903 -3.2104 -0.7460
66 H -0.3449 -5.6827 -2.4714
67 H 0.7263 -4.8464 -1.2284
68 H 2.1789 -4.0377 -4.3486
69 H 1.4004 -5.5312 -4.0327
70 H 3.6450 -5.5512 -3.2677
71 H 2.6970 -5.6275 -1.7324
72 H 5.1581 -4.7287 -1.0738
73 H 5.4961 -3.0829 -1.7475
74 H 5.5645 -4.4308 -2.8183
75 C 4.1700 -2.7139 -9.2704
76 O 3.6164 -1.7293 -8.4005
77 C 2.3271 -2.0287 -7.8832
78 C 1.8458 -0.8897 -6.9663
79 O 1.9004 -1.2968 -5.6210
80 C 3.1634 -1.0587 -4.9883
81 C 3.0640 -1.1380 -3.4850
82 O 2.2716 -0.1543 -2.8737
83 C 2.5912 -0.0015 -1.5205
84 H 5.0804 -3.1459 -8.8617
85 H 4.3899 -2.1394 -10.1759
86 H 3.3779 -3.3962 -9.5850
87 H 2.5206 -2.9545 -7.3189
88 H 1.5614 -2.3873 -8.5851
89 H 0.7910 -0.7014 -7.1570
90 H 2.4910 -0.0485 -7.2345
91 H 3.3607 -0.0013 -5.2075
92 H 3.8528 -1.7937 -5.4114
93 H 4.1145 -1.1963 -3.1695
94 H 2.6584 -2.1126 -3.2181
95 H 1.9402 0.7005 -0.9975
96 H 3.6196 0.3724 -1.4276
97 H 2.4768 -0.9009 -0.9047
98 C 1.5157 0.5970 4.9543
99 O 0.4056 -0.2428 4.7926
100 C -0.8377 0.4342 4.9387
101 C -1.0945 1.1328 6.2876
102 O -0.4790 2.4018 6.3482
103 C -1.1366 3.3098 7.1793
104 C -0.2225 4.4628 7.5766
105 O -0.8934 5.1183 8.6649
106 C -0.2937 6.3582 8.9372
107 H 1.7415 0.7334 6.0219
108 H 1.4456 1.6048 4.5388
109 H 2.4632 0.1638 4.6255
110 H -1.5987 -0.2554 4.5816
111 H -0.9073 1.2559 4.2160
112 H -0.9034 0.5485 7.1939
113 H -2.1821 1.2844 6.3356
114 H -1.4263 2.8575 8.1371
115 H -2.0353 3.6995 6.6908
116 H -0.1737 5.1289 6.7091
117 H 0.8077 4.1895 7.8081
118 H 0.0478 6.8880 8.0427
119 H 0.4693 6.3059 9.7175
120 H -1.0475 7.0659 9.3007
121 C 1.7759 3.2982 0.6366
122 C 1.1569 3.5638 -0.7210
123 O 0.9269 4.9609 -0.9587
124 C -0.2532 5.4790 -1.3270
125 O -1.2549 4.8604 -1.2244
126 C -0.1348 6.9589 -1.7410
127 F 1.1099 7.3880 -1.8718
128 F -0.8113 7.2206 -2.8506
129 F -0.6969 7.6835 -0.7554
130 H 2.7351 3.8200 0.6327
131 H 1.9936 2.2537 0.8511
132 H 1.0501 3.6393 1.3747
133 H 0.2772 2.9381 -0.9038
134 H 1.7814 3.1494 -1.5183
135 C 3.2931 -2.6808 1.3362
136 C 4.1765 -1.6881 2.0555
137 O 5.5097 -2.2111 2.0201
138 C 6.2547 -1.9413 0.9386
139 O 5.8954 -1.2290 0.0540
140 C 7.6131 -2.6401 0.9204
141 F 8.5789 -1.6769 0.9644
142 F 7.8004 -3.4394 1.9456
143 F 7.8562 -3.1677 -0.2968
144 H 3.5478 -2.7349 0.2718
145 H 2.2458 -2.3722 1.2583
146 H 3.2757 -3.7256 1.6494
147 H 3.8442 -1.5545 3.0828
148 H 4.1006 -0.7230 1.5546

Force components x, y, z for each atom (eV/Å):
0.5540 -0.3462 0.4228
-1.9954 2.6920 -2.0063
0.8098 -0.5684 0.9634
0.7766 -1.4272 0.7770
0.0295 -0.4405 0.2136
0.5462 -0.2457 -0.0005
-0.7063 -1.0726 0.6415
1.2777 1.6853 0.0677
-0.5307 -1.3015 -0.3748
1.1177 0.3389 0.3063
-1.7550 -1.0565 0.7091
0.8544 0.0458 2.0065
0.1834 0.8259 -1.4615
-0.6735 -1.2309 0.9746
-0.7030 -0.3027 -0.6067
0.0268 0.5202 -0.1601
0.0618 0.4778 0.3224
-0.0812 0.3365 -0.2423
-0.0679 -0.7517 -0.1100
0.2982 0.2423 0.2482
-0.3118 0.0671 -0.3332
0.2928 0.2366 -0.7511
-0.1365 0.5335 -0.5302
0.1257 -0.0413 -0.4608
-0.3364 0.0108 0.0475
0.0522 0.3881 -0.1113
0.2725 -0.0493 -0.3118
-0.0044 0.2750 0.1255
0.0589 -0.4685 0.8766
0.1808 0.5251 0.0086
1.0045 -2.6022 -2.1639
-0.3330 0.8931 1.2499
-0.3989 -0.8268 -0.0280
0.1257 0.5389 -0.5262
-1.4031 0.9363 -0.6149
0.8827 -0.3516 0.5393
-0.7421 0.0426 -0.6289
0.0705 0.1693 0.2855
0.1193 0.7283 -0.1983
-0.1185 -0.0786 -0.5864
-0.5631 0.6553 0.7369
-0.0242 -0.1811 0.0600
0.8911 0.2201 0.3094
-0.3640 0.8983 -0.3155
-0.0775 -0.1273 0.3861
0.0317 -0.1326 -0.3909
-0.0241 -0.4791 0.2955
0.3461 -0.5174 -0.0715
0.1310 0.1895 0.0947
-0.0246 0.1205 0.2153
0.3486 -0.0212 0.3998
0.3193 0.5860 -0.2725
-0.8065 -1.2735 0.9092
1.3973 1.4315 0.1965
0.6914 1.1173 0.2694
-0.2557 -0.4239 0.1381
-0.8918 0.5883 -0.1404
-0.3837 0.2465 -1.5034
0.1550 -0.3963 0.1210
-0.3446 0.6273 -0.1915
0.0893 0.0711 -0.0273
0.1433 -0.1570 0.0634
-0.2520 -0.3251 -0.0401
-1.0032 -0.2855 -0.6548
0.1518 0.4242 -0.4560
0.2789 -0.1695 -0.1297
-0.3369 -0.9726 0.2976
0.3233 0.1509 0.2264
0.4473 -0.5520 0.3543
0.1995 -0.4104 0.3704
0.1187 -0.0021 0.0968
0.2872 -0.0433 -0.0034
-0.0776 -0.0359 0.3869
-0.1350 -0.4273 0.0179
-0.9754 1.5102 -0.5936
-0.1340 0.4383 -0.4490
0.6260 -1.3897 0.8624
0.1009 -1.5213 -0.3223
-0.0917 0.3451 0.4453
-1.5852 1.1264 -0.2449
-0.2145 -1.6373 -0.1872
0.2775 0.4543 -0.5833
0.3174 0.2111 0.9408
-0.1915 -0.3408 0.0841
0.5122 -0.3262 -0.1039
0.3612 -0.5782 0.3073
-0.5671 0.2140 0.6534
0.2775 0.7160 -0.7296
0.0511 0.3180 -0.1320
-0.2122 0.3637 0.3952
0.8588 -0.1909 -0.2992
0.5732 0.3371 0.2965
0.0361 0.5738 0.4987
-0.0914 -0.0237 0.0477
-0.2932 0.1824 -0.6740
0.1055 -0.1209 0.1164
0.1029 -0.3629 -0.4354
1.0903 0.3864 1.3272
-0.1643 0.1321 -0.2920
0.6744 0.8946 -0.1752
-1.3079 -0.4504 -0.1931
0.7454 -0.1392 -0.3159
0.2351 -0.0657 0.9865
-0.9116 0.3220 -0.5876
0.7087 -0.0691 -0.7472
-0.6970 1.1011 0.3327
-0.3682 0.2272 0.1266
-0.4491 -0.1324 -0.3311
-0.4611 -0.4980 -0.6769
-0.1454 -0.2516 0.6947
0.2366 0.0695 -0.1862
0.5629 -0.1855 -0.1336
-0.1153 0.0289 -0.2181
-0.1805 -0.2695 -0.1322
-0.0589 0.0311 0.0481
0.1294 0.2908 0.0984
-0.0709 -0.3875 0.2948
0.4827 -0.4446 -0.1054
0.2871 -0.1669 -0.2629
-0.2216 -0.4016 0.2917
-0.1457 0.7410 -0.4064
-0.7035 -2.2224 -0.8395
1.1982 1.3194 -0.4090
1.2452 -2.1772 1.0710
-1.4284 0.5924 -0.7997
-0.3179 -0.0481 0.9639
0.3370 -0.0014 -0.3123
-0.0080 -0.0511 -0.4805
-0.1124 0.1702 0.0994
-0.1067 0.2688 0.6047
-0.3404 -0.1337 -0.4310
0.4317 0.1320 0.3314
-0.5386 0.5733 0.6592
0.5354 0.7637 -0.0575
-0.9660 -0.2301 -1.4627
-1.2656 -0.4143 -0.6023
1.6154 -0.1652 0.2816
-2.0263 0.1605 0.6588
0.5126 0.1930 -0.6225
1.2661 1.8896 -0.9308
-0.3023 0.0914 0.7957
0.1040 -0.7905 -0.3838
-0.7163 -1.1601 0.7908
0.3767 0.1303 0.0469
0.0433 0.3196 0.5161
0.3855 0.1972 0.6897
0.5775 -0.1792 0.1866
0.2939 -0.0307 -0.0221

Summary:
Charge: -1
M: 1016.04 g/mol
DFT total energy: -3788.7538 Eh
Relative energy (zero: lowest compared OMol25 entry of this formula, charge and spin): 231.6 kJ/mol